Below is a 2-piece molecular cluster, C4H6N3P overall in a non-equilibrium geometry, with properties calculated with wB97M-V/def2-TZVPD.

```
! RIJCOSX wB97M-V def2-TZVPD def2/J DEFGRID3
* xyz 0 3
H -0.1662 -0.6039 -1.7034
N 0.8011 -1.6988 -0.1086
C 0.9717 1.7315 -0.3829
C -0.9689 0.0682 0.2047
N 1.2389 0.5311 -0.7690
H -0.2195 -0.9628 1.8670
C 0.2735 -0.4966 -0.6056
H -0.0804 1.9155 1.5399
C -2.2131 -0.5872 0.0578
H 1.0890 -1.4648 0.8888
N -3.2462 -1.0559 -0.1216
P -0.6734 1.9485 0.3274
H 1.6049 -1.8228 -0.6166
H 1.5887 2.4980 -0.5779
*
```

Properties
- relative energy (zero: lowest compared OMol25 entry of this formula, charge and spin) (kcal per mole) = 25.9
- E_LUMO (alpha / beta) (eV) = 0.458 / -2.733
- expectation value of S² = 2.014
- largest force on an atom (eV/A) = 5.6

Mulliken atomic charge list, values in e, 8 entries: 0.329, -0.592, -0.215, -0.252, -0.554, 0.088, 0.163, 0.059

Below is one molecule with the formula C2H5NSi in a non-equilibrium geometry, with properties calculated with wB97M-V/def2-TZVPD.

```
! RIJCOSX wB97M-V def2-TZVPD def2/J DEFGRID3
* xyz 0 1
N 1.0738 -2.4167 1.2337
H 1.2166 0.0218 -1.3482
C 0.2724 -1.6361 1.0500
H 0.7832 2.0686 -0.5065
H -0.6614 1.1849 -2.0772
C -0.6249 -0.1870 0.5850
H -0.5871 0.6121 1.4577
H -1.6303 -0.3977 0.4753
Si 0.1576 0.7500 -0.8699
*
```

Properties
- relative energy (zero: lowest compared OMol25 entry of this formula, charge and spin) (kcal per mole) = 33.9
- E_LUMO (eV) = 0.366
- structure (SMILES) = N#CC[SiH3]
- largest force on an atom (eV/A) = 6.9

Mulliken atomic charge list, values in e, 8 entries: -0.323, -0.132, 0.151, -0.102, -0.101, -0.635, 0.287, 0.401

Below is a 2-piece molecular cluster, C8H15N2 overall in a non-equilibrium geometry, with properties calculated with wB97M-V/def2-TZVPD.

```
! RIJCOSX wB97M-V def2-TZVPD def2/J DEFGRID3
* xyz 1 3
H 1.0756 -1.9900 1.9326
H -1.4587 -3.0357 1.6013
C 0.1032 -0.7440 0.3904
N 2.3160 -1.2770 0.4613
H 0.4842 -0.6175 -2.7859
H -1.3770 1.9144 1.4003
H 0.8318 1.5622 1.9941
N 1.4264 1.4120 1.1156
H -2.0976 -2.8751 -0.1279
H -1.0703 -0.4246 -2.0864
H -2.7106 -1.7300 1.1488
C 1.1920 -1.3684 1.0402
C -0.0567 -0.0413 -2.1310
H 2.3145 -1.0836 -1.5847
C 2.1180 -0.5129 -0.7477
H -0.0862 0.9873 -2.5107
H -0.9583 2.6569 -0.2306
C -2.0245 -2.5056 0.9037
C 0.2027 0.7574 0.3123
C -1.0190 1.6520 0.3377
H 2.8893 0.1994 -0.8144
H -1.7709 1.0828 -0.0726
C 0.6798 -0.0716 -0.8274
H 2.3129 0.8050 1.3036
H 1.6641 2.2281 0.6555
*
```

Properties
- relative energy (zero: lowest compared OMol25 entry of this formula, charge and spin) (kcal per mole) = 71.5
- E_LUMO (alpha / beta) (eV) = -3.388 / -5.689
- expectation value of S² = 2.010
- largest force on an atom (eV/A) = 4.8

Mulliken atomic charge list, values in e, 8 entries: 0.465, 0.403, -0.012, -0.551, 0.545, 0.437, 0.440, -0.211

Below is C15H18IrN11O4S2 as an isolated structure in a non-equilibrium geometry, with properties calculated with wB97M-V/def2-TZVPD.

```
! RIJCOSX wB97M-V def2-TZVPD def2/J DEFGRID3
* xyz 2 1
S -1.2347 -1.7587 -0.8563
H 4.4889 2.5511 -3.5781
C -2.5757 -2.7154 -0.3007
C -4.6870 -4.2853 0.4037
C 1.5087 -3.1337 1.6739
C -2.3744 3.2936 0.5849
C 3.1057 4.1720 -3.2408
N -1.0867 3.0362 0.3257
H 2.3190 -0.6804 0.2580
C 2.1230 4.6840 -2.3709
H 4.1955 4.5293 -4.9485
H -5.5128 -4.9307 0.6609
O 1.6864 2.8657 1.5721
H 1.4967 -4.5658 3.0847
C -2.8380 1.0280 1.1126
N 0.4868 1.1626 0.2212
N -0.4335 -2.8976 2.9997
N -3.0094 -2.7563 0.9714
Ir -0.0900 -0.6651 0.7527
N 1.6962 -1.4809 -0.0024
C 3.3803 2.2685 -1.7797
H 3.0552 5.7484 -4.5589
H 3.0429 -3.0388 0.3075
S 1.9614 1.9676 0.5044
H -2.6845 4.3253 0.4709
C -4.0439 -3.5478 1.3480
H 1.6487 5.6295 -2.6021
N -3.1898 -3.4054 -1.2535
C 2.4090 2.7966 -0.9245
C -0.7455 1.7857 0.4714
O -1.4316 -2.2284 3.2040
H -3.4725 0.2117 1.4285
H 2.8694 -4.5983 2.0079
H -4.6918 -4.7118 -1.7203
C -4.2181 -4.1644 -0.9130
N 2.1607 -2.6544 0.6080
C 1.7813 4.0109 -1.2270
H -4.2930 -3.5406 2.4002
N -1.5498 0.7727 0.8783
N 3.4471 4.8464 -4.3607
C 3.7242 2.9477 -2.9220
H -4.3320 2.5637 1.1439
N 1.9933 -4.1890 2.2919
N 0.3816 -2.4416 1.9567
O 2.8584 0.8431 0.7193
H 1.0400 4.4203 -0.5538
H 3.8902 1.3487 -1.5258
H 1.6747 -1.6119 -1.0110
C -3.2960 2.3191 0.9654
O -0.1386 -3.8846 3.6336
H -2.4961 -2.2413 1.6893
*
```

Properties
- relative energy (zero: lowest compared OMol25 entry of this formula, charge and spin) (kcal per mole) = 0.0
- E_LUMO (eV) = -7.350
- largest force on an atom (eV/A) = 2.2

Mulliken atomic charge list, values in e, 8 entries: -0.411, 0.314, 0.543, -0.671, 0.852, -0.233, 1.101, -0.303

Below is one molecule with the formula C21H24N2O6S, with properties calculated with wB97M-V/def2-TZVPD.

```
! RIJCOSX wB97M-V def2-TZVPD def2/J DEFGRID3
* xyz 0 1
C -0.8794 0.3967 0.8081
C 0.7179 -4.1852 3.4817
N 1.6472 4.0065 -0.2271
O 3.6123 2.3853 -0.2251
C 1.4268 -2.9258 1.6055
O -2.7915 -1.4818 0.2778
C 1.8151 -4.1595 2.4184
H -1.7251 3.8232 -5.3993
H 1.8633 -2.0150 2.0382
C -3.7307 -2.5578 0.2839
C 1.0616 3.8838 -1.4906
H 2.3065 0.5177 -1.3779
O 0.0131 -2.8310 1.6658
H 1.1032 4.5209 0.4487
H 0.5397 -5.1770 3.8906
C -0.0946 3.6127 -4.0237
C -1.6788 -1.6261 -0.4405
C -0.7070 -0.5275 -0.2197
H -0.0005 2.0794 1.8256
C -0.4945 -3.6607 2.7084
H 2.8136 -4.0760 2.8394
H 0.9665 -3.5049 4.2961
C -0.7677 4.2669 -3.0020
H -1.7592 0.3451 1.4291
C -3.3075 -3.5454 1.3878
H -0.7433 4.9078 -0.9594
C 1.7527 3.2391 -2.5118
H 1.7195 -2.9873 0.5546
C -0.2042 4.3979 -1.7455
H -0.1255 4.0266 -6.1193
H -0.6937 2.4170 -5.6928
H -1.7237 -3.9925 0.2033
C 1.2161 1.3826 0.2279
C 1.1733 3.1051 -3.7576
H -1.1562 -3.0439 3.3282
C 1.4030 0.4706 -0.7923
C 0.4356 -0.4914 -1.0158
C -1.3445 -4.7945 2.0888
H -3.7542 -3.0462 -0.6953
H 2.7423 2.8620 -2.3133
O -1.4751 -2.5601 -1.1843
O 2.4891 3.0193 1.8765
H -4.6975 -2.1179 0.5292
H -1.9704 -5.2466 2.8600
H 0.5474 -1.2277 -1.7970
C -0.7003 3.4617 -5.3861
H 1.7671 -5.0543 1.7973
O -3.9107 -3.6535 2.4308
N -2.1982 -4.2409 1.0631
S 2.4114 2.6940 0.4848
H -1.7507 4.6765 -3.1847
H 1.7172 2.6022 -4.5439
C 0.0888 1.3591 1.0273
H -0.7068 -5.5523 1.6316
*
```

Properties
- relative energy (zero: lowest compared OMol25 entry of this formula, charge and spin) (kcal per mole) = 24.0
- E_LUMO (eV) = -0.227
- structure (SMILES) = Cc1ccc(NS(=O)(=O)c2ccc(C(=O)OCC(=O)NC[C@H]3CCCO3)cc2)cc1
- largest force on an atom (eV/A) = 1.0

Mulliken atomic charge list, values in e, 8 entries: -0.528, -0.738, -0.276, -0.653, -0.407, -0.365, -0.641, 0.350

Below is a 12-piece molecular cluster, C27H83N19O12 overall in a non-equilibrium geometry, with properties calculated with wB97M-V/def2-TZVPD.

```
! RIJCOSX wB97M-V def2-TZVPD def2/J DEFGRID3
* xyz 1 2
N -22.7158 5.7046 17.5467
H -28.6774 7.9654 13.1461
H -28.3097 8.2254 21.3763
H -27.3041 0.7962 18.1503
C -25.0981 3.7113 24.5481
C -27.9629 2.7778 13.4644
C -31.5300 5.7495 18.2326
H -28.6295 1.5693 17.8518
H -33.0824 4.6106 19.1467
H -34.1162 6.1119 20.1864
C -25.3416 -0.7807 16.6333
H -24.9825 0.7266 15.3115
N -28.1219 -1.1919 21.7910
O -26.9167 10.7433 19.6270
H -29.6197 2.4801 21.5622
O -26.2627 3.7728 24.8335
H -19.2623 4.6482 19.4369
H -22.3875 7.4927 23.4908
H -26.4419 5.5575 16.0162
H -28.3879 3.7282 25.1122
H -29.7681 9.2093 12.6996
H -25.0516 7.2143 20.4784
H -29.9766 8.6244 15.3174
H -33.8812 6.7381 18.7872
C -22.2212 6.6127 22.8695
H -30.8639 5.6887 20.7874
H -32.3486 4.8172 21.4470
H -26.2525 -1.1426 19.2893
O -28.6865 -0.3640 19.8481
N -23.9714 4.5228 18.8012
N -30.8211 1.2177 19.0207
O -25.9534 -1.1997 17.6094
N -25.9121 7.3511 20.9892
C -28.9176 9.0087 13.3512
C -19.6154 5.8037 20.9792
N -28.0077 5.9691 24.3434
C -30.2139 3.3860 21.6826
C -28.1810 3.7693 17.6341
H -17.9774 7.3095 20.8489
H -24.4455 5.1611 25.7661
H -32.1580 6.0977 17.4125
H -27.3073 3.2890 11.5854
N -24.5322 -1.4771 15.8950
H -26.6891 12.1827 21.1382
C -23.6050 5.7670 18.4368
H -17.9703 4.9479 20.1885
H -32.1687 2.3452 16.6737
O -30.9754 3.6983 20.4944
H -24.7167 4.3696 19.4655
C -26.4957 12.0221 20.0776
H -26.4610 9.8821 21.4049
H -21.4704 5.9673 23.3252
H -30.1415 0.5843 19.4170
C -29.2168 5.5608 24.6529
N -25.5224 0.4379 16.1148
H -30.0716 3.9112 25.4072
H -28.0646 9.6201 13.0567
H -27.8123 8.7354 16.7584
H -18.6879 6.8144 19.2713
N -27.4273 2.3152 14.5864
H -29.0446 10.7597 16.0908
H -31.0587 2.0250 19.5794
H -25.3422 4.4704 21.7785
H -26.8979 8.9828 15.4209
H -31.9451 2.8713 18.3697
N -29.2239 4.2845 25.0045
H -26.1173 2.6165 12.6953
H -27.2957 5.2591 24.4383
H -26.1650 2.9626 21.9313
H -23.2047 6.1645 22.7277
H -27.9017 1.9151 15.3832
H -25.5246 7.0961 15.6736
H -25.1923 1.9330 23.7923
H -26.9391 12.9012 19.6100
H -27.0861 4.4971 21.8088
O -24.0257 6.8030 18.9102
N -33.3683 6.4858 19.6199
H -30.7837 6.4985 18.4975
H -23.5622 2.6705 23.8014
H -27.8275 4.7389 17.9850
H -22.2250 6.5080 17.1810
H -23.2425 4.4925 24.6619
N -24.1881 4.5387 25.0135
H -26.4118 6.4884 20.8277
C -26.1874 9.7055 20.3646
H -24.4083 -2.4558 16.1115
O -30.9999 0.2282 17.0644
C -27.1713 2.7201 18.0120
C -26.2287 3.9338 21.4404
C -32.3924 5.4073 19.4247
H -26.1250 1.7177 19.7281
O -29.1721 2.9744 13.3530
H -28.6015 8.4680 19.6723
O -27.6292 7.1283 15.4474
H -29.0857 3.5484 18.2005
H -25.1149 9.7524 20.1760
C -31.1903 1.1257 17.8096
H -30.8600 5.0220 17.7746
C -27.9926 7.9088 20.3827
N -29.1895 10.5889 15.1060
H -30.8647 3.3320 22.5553
H -19.4214 5.8926 22.0481
H -26.3450 0.9005 16.4746
N -27.6760 1.4979 17.5263
C -26.8151 2.5365 19.5242
H -24.0313 -1.0368 15.1365
H -26.3760 8.0681 19.0300
N -26.5937 -1.3959 20.2055
C -27.8571 -0.9651 20.5522
H -26.3660 6.9642 17.0726
C -26.5643 8.2357 20.0905
C -31.6471 4.9486 20.6231
C -18.8901 7.0367 20.3190
C -21.0742 5.8920 20.7973
H -21.2897 6.0743 19.7445
O -30.2280 6.2331 24.6037
C -27.8648 8.5546 15.6848
H -26.2263 3.0380 17.5716
H -26.4248 2.2751 14.7025
H -28.2506 6.8778 20.1407
H -25.4161 12.1377 19.9815
H -28.3804 10.9899 14.6536
N -24.5641 2.7132 23.9214
N -18.9407 4.7522 20.3886
H -23.5126 3.7654 18.3156
N -31.7150 2.2926 17.5745
H -28.4797 3.8095 16.5866
H -27.4046 -1.6135 22.3636
C -29.1055 9.1133 14.8813
O -26.1986 3.7431 20.0381
O -21.7234 6.9113 21.5457
H -26.1494 -2.0375 20.8466
H -21.4382 4.8898 21.0235
H -27.6888 6.8958 24.0990
H -19.5301 7.9127 20.4251
H -29.4930 4.1688 21.9182
N -27.0617 2.9085 12.4882
H -22.3933 4.7777 17.3079
C -26.4506 6.6473 16.0331
H -28.9998 -0.9101 22.2033
H -27.7303 2.3529 20.0870
*
```

Properties
- relative energy (zero: lowest compared OMol25 entry of this formula, charge and spin) (kcal per mole) = 44.3
- E_LUMO (alpha / beta) (eV) = -2.317 / -8.232
- expectation value of S² = 0.755
- largest force on an atom (eV/A) = 8.1

Mulliken atomic charge list, values in e, 8 entries: -0.297, 0.290, 0.404, -0.350, 0.635, 0.644, -1.150, -0.196

> What is the formula in the second record?

C2H5NSi

> Which formula does entry 6 have?

C27H83N19O12